Arrangement A

Molecular formula: C3H11N2
Method: DFT, wB97M-V/def2-TZVPD

Each line ends with the natural charge from an NBO analysis.
Geometry (Å):
C  2.088  -0.212  -0.319  -0.612
C  1.797  0.758  -1.437  -0.607
H  1.559  0.166  0.582  0.167
H  3.117  -0.135  0.019  0.242
H  1.738  -1.213  -0.554  0.211
H  2.076  1.787  -1.195  0.223
H  2.192  0.535  -2.428  0.233
H  0.715  0.861  -1.611  0.155
N  -1.123  -0.403  -0.029  -0.686
C  -2.070  -0.729  0.799  0.416
N  -2.274  -0.122  1.962  -0.731
H  -0.348  0.243  0.103  0.453
H  -1.320  -0.620  -0.998  0.438
H  -2.904  -1.379  0.540  0.235
H  -3.035  -0.427  2.556  0.430
H  -2.208  0.891  2.008  0.433

Output
gap between HOMO and LUMO	10.75	eV
net charge	+1
2S+1	1

=====

Arrangement B

Molecular formula: C3H11N2
Method: DFT, wB97M-V/def2-TZVPD

Each line ends with the natural charge from an NBO analysis.
Geometry (Å):
C  -0.748  -1.608  -1.017  0.159
N  0.200  -2.152  -0.374  -0.566
H  -0.995  -0.619  -0.652  0.250
H  -1.268  -2.126  -1.813  0.238
H  0.513  -3.100  -0.566  0.439
H  0.702  -1.635  0.347  0.459
C  -0.378  1.647  -0.591  -0.447
N  0.600  0.920  0.223  -0.687
C  0.291  0.979  1.659  -0.428
H  -1.353  1.576  -0.095  0.201
H  -0.265  2.739  -0.609  0.215
H  -0.409  1.267  -1.610  0.194
H  1.538  1.268  0.085  0.381
H  -0.739  0.684  1.856  0.195
H  0.505  1.945  2.121  0.204
H  0.907  0.240  2.185  0.195

Output
gap between HOMO and LUMO	7.84	eV
net charge	+1
2S+1	1

=====

Arrangement C

Molecular formula: C3H11N2
Method: DFT, wB97M-V/def2-TZVPD

Each line ends with the natural charge from an NBO analysis.
Geometry (Å):
C  1.569  -0.753  -1.350  -0.432
N  0.711  0.448  -1.509  -0.858
H  0.880  -1.588  -1.314  0.199
H  2.229  -0.865  -2.205  0.216
H  2.151  -0.909  -0.415  0.217
H  1.305  1.272  -1.753  0.394
H  -0.367  0.514  -0.269  0.466
H  0.084  0.378  -2.332  0.393
C  -1.376  -0.822  1.138  -0.424
C  -0.645  1.413  1.680  0.094
N  -0.707  0.515  0.782  -0.415
H  -0.683  -1.633  1.386  0.247
H  -1.941  -0.983  0.214  0.231
H  -2.066  -0.502  1.891  0.223
H  -0.408  2.435  1.351  0.230
H  -0.738  1.082  2.704  0.219

Output
gap between HOMO and LUMO	10.16	eV
net charge	+1
2S+1	1

=====

Arrangement D

Molecular formula: C3H11N2
Method: DFT, wB97M-V/def2-TZVPD

Each line ends with the natural charge from an NBO analysis.
Geometry (Å):
C  1.166  0.503  0.543  -0.449
C  -0.368  -1.172  1.238  -0.425
C  -1.040  0.466  -0.477  -0.075
N  0.321  0.554  -2.379  -0.710
N  -0.293  0.207  0.703  -0.413
H  1.334  1.532  0.701  0.227
H  1.800  -0.068  1.204  0.240
H  1.471  0.376  -0.567  0.286
H  -1.377  -1.317  1.611  0.239
H  0.111  -1.952  0.537  0.265
H  0.287  -1.089  2.139  0.228
H  -1.703  -0.295  -0.691  0.209
H  -1.386  1.602  -0.376  0.235
H  0.659  1.504  -2.424  0.337
H  -0.433  0.479  -3.099  0.359
H  -0.479  0.803  1.522  0.447

Output
gap between HOMO and LUMO (spin up / spin down)	9.97 / 9.43	eV
net charge	+1
2S+1	1

=====

Least stable structure: arrangement D

=====

Arrangement A

Molecular formula: H16O8
Method: DFT, wB97M-V/def2-TZVPD

Each line ends with the natural charge from an NBO analysis.
Geometry (Å):
O  0.402  -0.239  -0.290  -0.948
H  0.157  -0.266  -1.222  0.472
H  -0.160  -0.906  0.119  0.483
O  0.091  -0.338  2.690  -0.941
H  -0.503  -0.369  3.449  0.470
H  0.806  -0.940  2.927  0.472
O  -0.168  -2.144  -0.913  -0.952
H  0.114  -2.559  -1.736  0.487
H  -1.109  -2.345  -0.859  0.473
O  2.852  -3.077  -0.397  -0.931
H  3.289  -3.408  -1.190  0.466
H  2.177  -3.738  -0.208  0.465
O  1.885  1.153  -0.094  -0.971
H  2.076  0.453  0.540  0.470
H  0.927  1.256  -0.048  0.488
O  3.004  4.103  -0.348  -0.953
H  2.709  3.368  0.202  0.490
H  2.185  4.492  -0.678  0.459
O  -2.325  1.931  -0.721  -0.935
H  -1.931  1.074  -0.922  0.465
H  -2.016  2.128  0.170  0.470
O  -4.437  0.190  -0.083  -0.934
H  -4.862  0.056  -0.938  0.468
H  -5.160  0.127  0.551  0.466

Output
gap between HOMO and LUMO	9.01	eV
2S+1	1

=====

Arrangement B

Molecular formula: H16O8
Method: DFT, wB97M-V/def2-TZVPD

Each line ends with the natural charge from an NBO analysis.
Geometry (Å):
O  -8.184  2.235  -21.077  -0.959
H  -7.832  2.538  -20.241  0.491
H  -7.418  1.933  -21.565  0.477
O  -10.240  2.865  -23.057  -0.968
H  -9.836  2.887  -23.924  0.473
H  -9.504  2.781  -22.451  0.491
O  -13.023  -1.028  -20.495  -0.959
H  -12.310  -1.667  -20.480  0.480
H  -13.490  -1.208  -21.311  0.491
O  -8.976  1.063  -17.732  -0.959
H  -9.877  1.213  -18.019  0.487
H  -9.057  0.802  -16.814  0.470
O  -12.560  -1.042  -17.775  -0.945
H  -12.962  -0.886  -18.629  0.483
H  -11.830  -1.635  -17.957  0.454
O  -11.343  1.759  -20.468  -0.975
H  -10.936  1.791  -21.334  0.503
H  -11.926  1.001  -20.505  0.499
O  -13.710  3.517  -19.617  -0.942
H  -13.891  4.203  -20.260  0.463
H  -13.102  2.926  -20.062  0.474
O  -10.553  3.572  -18.806  -0.958
H  -10.866  2.917  -19.430  0.481
H  -9.602  3.575  -18.919  0.447

Output
gap between HOMO and LUMO	10.27	eV
2S+1	1

=====

Least stable structure: arrangement A

=====

Arrangement A

Molecular formula: H16O8
Method: DFT, wB97M-V/def2-TZVPD

Each line ends with the natural charge from an NBO analysis.
Geometry (Å):
O  0.968  1.236  0.450  -0.905
H  0.089  1.583  0.638  0.451
H  1.107  1.439  -0.482  0.443
O  2.448  -1.391  -2.645  -0.942
H  3.092  -1.467  -1.932  0.476
H  2.987  -1.290  -3.438  0.466
O  -1.841  1.928  -2.280  -0.939
H  -1.735  2.719  -2.820  0.472
H  -2.151  1.259  -2.902  0.467
O  1.423  -1.774  3.628  -0.937
H  0.520  -2.046  3.828  0.469
H  1.526  -0.940  4.100  0.470
O  0.281  1.119  2.272  -0.921
H  0.499  1.346  3.183  0.460
H  -0.681  1.170  2.242  0.470
O  -2.872  0.827  0.840  -0.958
H  -2.184  0.797  0.165  0.487
H  -3.599  1.292  0.412  0.472
O  -1.320  -1.081  -2.071  -0.928
H  -2.180  -1.002  -2.500  0.454
H  -1.032  -1.975  -2.287  0.475
O  1.726  -0.907  0.437  -0.935
H  1.354  -1.163  1.288  0.483
H  1.575  -1.676  -0.125  0.449

Output
gap between HOMO and LUMO	9.16	eV
2S+1	1

=====

Arrangement B

Molecular formula: H16O8
Method: DFT, wB97M-V/def2-TZVPD

Each line ends with the natural charge from an NBO analysis.
Geometry (Å):
O  -0.460  -0.047  -0.255  -0.955
H  0.336  -0.579  -0.258  0.432
H  -0.272  0.661  0.362  0.527
O  -1.988  0.818  -1.519  -1.059
H  -1.094  0.558  -1.298  0.452
H  -2.543  0.212  -1.029  0.436
O  -2.683  -0.863  -0.487  -0.859
H  -1.974  -1.498  -0.379  0.486
H  -2.816  -0.501  0.389  0.481
O  0.830  -2.256  -1.384  -0.864
H  1.411  -2.162  -2.139  0.511
H  0.038  -1.777  -1.629  0.516
O  1.802  0.583  0.423  -0.924
H  2.090  0.583  1.336  0.465
H  1.592  -0.333  0.238  0.418
O  -1.335  1.369  1.292  -0.954
H  -2.048  1.248  1.919  0.478
H  -0.814  2.084  1.657  0.508
O  1.542  -1.356  0.411  -0.873
H  2.428  -1.689  0.559  0.493
H  1.231  -1.835  -0.357  0.451
O  1.474  2.454  1.039  -1.039
H  1.830  2.815  0.227  0.455
H  1.423  1.512  0.881  0.419

Output
gap between HOMO and LUMO	7.92	eV
2S+1	1

=====

Least stable structure: arrangement B